{"formula": "C7H17NO2", "method": "ωB97M-V with the def2-TZVPD basis set", "species": ["C", "C", "C", "C", "C", "O", "H", "H", "H", "H", "H", "H", "H", "H", "H", "H", "H", "H", "C", "C", "N", "O", "H", "H", "H", "H", "H"], "positions_angstrom": [[1.454, -0.380, -0.086], [-2.237, -1.179, 0.119], [1.482, -0.201, -1.577], [1.293, -1.832, 0.297], [2.570, 0.260, 0.693], [-1.006, -0.526, 0.331], [-2.026, -2.249, 0.180], [-2.962, -0.921, 0.901], [-2.645, -0.935, -0.866], [1.736, 0.819, -1.848], [2.230, -0.885, -1.998], [0.504, -0.445, -1.991], [0.520, -2.336, -0.276], [2.217, -2.358, 0.032], [1.109, -1.938, 1.364], [2.788, 1.259, 0.332], [3.462, -0.374, 0.636], [2.264, 0.331, 1.736], [-1.761, 1.611, 1.255], [-0.939, 0.961, 0.129], [-1.515, 1.232, -1.191], [0.355, 1.244, 0.244], [-2.250, 1.929, -1.166], [-0.802, 1.577, -1.821], [-1.617, 2.689, 1.197], [-2.825, 1.391, 1.155], [-1.399, 1.257, 2.218]], "e_above_lowest_kcal_mol": 71.37, "charge": 0, "homo_ev": -8.8666, "lumo_ev": 0.623, "gap_ev": 9.49}